Computed, not measured: a molecular structure, C39H36N7O4PbSTe at a distorted geometry, with ωB97M-V/def2-TZVPD.

The HOMO-LUMO gap (spin up / spin down) comes out at 2.4 / 1.8 eV. The max |F| is 1.29 eV Å⁻¹.

The geometry in ORCA input format:
```
! RIJCOSX wB97M-V def2-TZVPD def2/J DEFGRID3
* xyz 1 1
Pb -0.59 0.35 -0.34
C -1.33 -1.83 -1.55
C -2.74 -1.62 -1.64
C -3.33 -1.08 -2.80
C -4.68 -0.88 -2.89
C -5.50 -1.18 -1.79
C -4.94 -1.72 -0.63
C -3.59 -1.93 -0.55
C -6.90 -0.91 -1.85
N -8.02 -0.66 -1.89
H -0.78 -1.84 -2.49
H -0.97 -2.55 -0.82
H -2.69 -0.84 -3.65
H -5.13 -0.50 -3.79
H -5.59 -1.97 0.21
H -3.16 -2.36 0.35
C -3.67 -1.33 7.56
C -3.14 -0.86 6.24
C -3.20 0.48 5.87
C -2.62 0.94 4.70
C -2.74 2.40 4.34
C -1.95 0.01 3.89
Te -0.53 0.78 2.51
C -1.96 -1.36 4.18
C -1.35 -2.41 3.29
C -2.55 -1.77 5.36
H -4.07 -0.50 8.14
H -2.87 -1.80 8.14
H -4.45 -2.08 7.42
H -3.71 1.19 6.52
H -3.39 2.92 5.04
H -3.14 2.52 3.34
H -1.76 2.89 4.37
H -1.14 -2.03 2.29
H -2.03 -3.26 3.20
H -0.41 -2.78 3.71
H -2.54 -2.82 5.61
C -3.82 2.88 -4.19
C -2.33 2.74 -4.37
C -1.46 3.79 -4.14
C -0.10 3.68 -4.34
C 0.44 2.47 -4.77
N 1.82 2.25 -5.02
C 2.93 2.96 -4.68
O 3.97 2.85 -5.29
N 2.86 3.82 -3.57
C 2.30 3.61 -2.33
C 2.52 4.54 -1.31
C 1.94 4.34 -0.07
C 1.14 3.22 0.13
N 0.94 2.33 -0.84
C 1.49 2.51 -2.03
C -0.42 1.39 -5.00
C -1.79 1.53 -4.81
H -4.08 3.88 -3.83
H -4.21 2.15 -3.48
H -4.33 2.72 -5.14
H -1.86 4.75 -3.81
H 0.54 4.54 -4.20
H 2.01 1.59 -5.75
H 3.64 4.47 -3.59
H 3.15 5.40 -1.49
H 2.09 5.04 0.74
H 0.66 3.05 1.08
H 1.28 1.77 -2.79
H -0.02 0.46 -5.36
H -2.44 0.69 -5.02
O 7.04 -4.08 4.52
S 6.07 -4.83 3.75
O 4.69 -4.54 4.10
O 6.35 -6.23 3.56
C 6.28 -4.08 2.04
N 7.41 -4.21 1.34
C 7.45 -3.59 0.17
C 6.39 -2.83 -0.32
C 5.26 -2.77 0.47
N 5.22 -3.40 1.65
C 3.99 -2.08 0.18
C 2.98 -2.18 1.15
C 1.78 -1.54 0.94
N 1.53 -0.81 -0.16
C 2.48 -0.73 -1.10
C 3.71 -1.34 -0.97
H 8.37 -3.69 -0.39
H 6.47 -2.33 -1.28
H 3.17 -2.75 2.05
H 0.99 -1.63 1.67
H 2.24 -0.14 -1.98
H 4.44 -1.23 -1.76
*
```

Partial charges, Mulliken, in e: Pb 1.12; C -1.59; C 0.61; C -0.13; C -0.72; C 0.70; C -0.84; C -0.39; C -0.18; N -0.41; H 0.57; H 0.57; H 0.40; H 0.57; H 0.50; H 0.48; C -1.43; C 0.54; C -0.96; C 0.78; C -1.65; C 0.20; Te 0.21; C 0.99; C -1.35; C -0.81; H 0.37; H 0.35; H 0.36; H 0.30; H 0.39; H 0.33; H 0.38; H -0.16; H 0.53; H 0.43; H 0.48; C -1.35; C 0.47; C -0.94; C -0.14; C -0.08; N 0.05; C 0.21; O -0.62; N -0.07; C -0.11; C -0.50; C -0.95; C -0.12; N 0.19; C -0.01; C -0.30; C -0.79; H 0.37; H 0.21; H 0.37; H 0.39; H 0.54; H 0.27; H 0.28; H 0.44; H 0.45; H 0.08; H 0.63; H 0.47; H 0.74; O -0.67; S 1.17; O -0.64; O -0.67; C 0.01; N -0.48; C -0.42; C -0.49; C 0.31; N -0.25; C 1.12; C -0.96; C -0.29; N -0.07; C 0.01; C -1.06; H 0.41; H 0.36; H 0.76; H 0.35; H 0.38; H 0.41

=====

Computed, not measured: a single C22H29N3O5 molecule, with ωB97M-V/def2-TZVPD.

The HOMO-LUMO gap comes out at 8.6 eV. The max |F| is 0.76 eV Å⁻¹. The SMILES is CCOC(=O)N1CCC(N2C(=O)c3ccc(C(=O)NCCC(C)C)cc3C2=O)CC1. As for the relative energy (zero: lowest compared OMol25 entry of this formula, charge and spin): 2.0 kcal per mole.

The geometry in ORCA input format:
```
! RIJCOSX wB97M-V def2-TZVPD def2/J DEFGRID3
* xyz 0 1
C 6.95 -5.82 -2.33
C 6.20 -4.58 -2.78
O 5.33 -4.09 -1.77
C 4.13 -4.71 -1.67
O 3.77 -5.60 -2.41
N 3.40 -4.25 -0.63
C 3.77 -3.12 0.19
C 2.85 -1.93 -0.11
C 1.40 -2.35 0.11
N 0.49 -1.24 -0.13
C 0.34 -0.58 -1.34
O 0.93 -0.83 -2.36
C -0.67 0.48 -1.09
C -1.22 1.42 -1.94
C -2.16 2.29 -1.40
C -2.53 2.24 -0.06
C -3.56 3.23 0.41
O -4.41 3.67 -0.33
N -3.44 3.58 1.71
C -4.28 4.60 2.31
C -3.49 5.87 2.60
C -4.30 7.01 3.24
C -4.82 6.63 4.62
C -5.45 7.45 2.34
C -1.99 1.27 0.79
C -1.06 0.40 0.25
C -0.31 -0.71 0.88
O -0.34 -1.11 2.02
C 1.06 -3.55 -0.78
C 2.03 -4.69 -0.47
H 6.25 -6.63 -2.14
H 7.65 -6.13 -3.10
H 7.50 -5.62 -1.41
H 6.88 -3.76 -2.99
H 5.61 -4.81 -3.68
H 4.81 -2.87 -0.01
H 3.66 -3.41 1.24
H 2.98 -1.62 -1.15
H 3.11 -1.10 0.54
H 1.25 -2.62 1.16
H -0.93 1.47 -2.97
H -2.63 3.04 -2.02
H -2.65 3.27 2.24
H -5.09 4.79 1.60
H -4.71 4.19 3.24
H -3.07 6.23 1.65
H -2.65 5.62 3.26
H -3.61 7.85 3.35
H -4.00 6.27 5.25
H -5.26 7.50 5.10
H -5.58 5.86 4.56
H -5.10 7.66 1.33
H -6.22 6.69 2.28
H -5.90 8.36 2.74
H -2.29 1.16 1.82
H 1.17 -3.25 -1.83
H 0.04 -3.87 -0.61
H 1.87 -5.53 -1.15
H 1.89 -5.03 0.56
*
```

Partial charges, natural (NBO), in e: C -0.64; C -0.07; O -0.53; C 0.90; O -0.66; N -0.45; C -0.21; C -0.43; C -0.04; N -0.47; C 0.69; O -0.55; C -0.13; C -0.16; C -0.16; C -0.11; C 0.65; O -0.61; N -0.60; C -0.24; C -0.40; C -0.21; C -0.61; C -0.61; C -0.19; C -0.06; C 0.67; O -0.55; C -0.43; C -0.22; H 0.23; H 0.21; H 0.21; H 0.19; H 0.20; H 0.24; H 0.19; H 0.23; H 0.21; H 0.23; H 0.24; H 0.24; H 0.39; H 0.24; H 0.19; H 0.21; H 0.19; H 0.20; H 0.21; H 0.21; H 0.20; H 0.21; H 0.20; H 0.21; H 0.23; H 0.23; H 0.22; H 0.25; H 0.19

=====

Computed, not measured: 2 unconnected molecules or ions with the total composition C6H14Br2Si at a distorted geometry, with ωB97M-V/def2-TZVPD.

The HOMO-LUMO gap comes out at 10.7 eV. The max |F| is 3.14 eV Å⁻¹. The SMILES is CC(C)(C)[SiH](Br)Br.C=C. As for the relative energy (zero: lowest compared OMol25 entry of this formula, charge and spin): 34.5 kcal per mole.

The geometry in ORCA input format:
```
! RIJCOSX wB97M-V def2-TZVPD def2/J DEFGRID3
* xyz 0 1
C 1.69 1.47 -0.32
C 0.86 0.24 -0.70
C -0.48 0.73 -1.27
C 0.71 -0.72 0.39
Si 1.74 -0.80 -2.00
Br 1.98 0.49 -3.72
Br 3.70 -1.42 -1.10
H 2.41 0.96 0.33
H 2.16 1.93 -1.19
H 1.14 2.08 0.35
H -0.36 1.29 -2.22
H -1.03 1.32 -0.54
H -1.16 -0.13 -1.31
H -0.07 -1.36 0.13
H 1.58 -1.36 0.55
H 0.56 -0.17 1.24
H 1.43 -2.11 -2.48
C -2.80 -2.03 1.51
C -2.94 -1.45 0.34
H -2.24 -2.98 1.74
H -3.22 -1.58 2.33
H -2.26 -1.75 -0.48
H -3.25 -0.45 0.18
*
```

Partial charges, natural (NBO), in e: C -0.62; C -0.45; C -0.62; C -0.64; Si 1.16; Br -0.29; Br -0.33; H 0.21; H 0.23; H 0.21; H 0.23; H 0.21; H 0.20; H 0.21; H 0.22; H 0.21; H -0.16; C -0.36; C -0.39; H 0.20; H 0.18; H 0.18; H 0.20